[1]
Here is a single C14H20N4O2 molecule from the OMol25 dataset. Energies are from ωB97M-V/def2-TZVPD.

Geometry as XYZ:
```
40
Properties=species:S:1:pos:R:3:forces:R:3
C 5.42569 -0.88574 -0.70889 0.033 -0.026 -0.063
N 4.53011 0.21837 -0.45230 0.297 0.177 -0.165
C 3.24614 -0.01129 0.01322 -0.359 -0.004 0.036
C 2.63774 0.81996 0.96063 0.232 -0.048 -0.064
C 1.33590 0.60586 1.36371 -0.260 -0.206 -0.097
C 0.58866 -0.44554 0.84374 0.316 0.068 -0.171
C 1.17709 -1.27613 -0.10459 -0.102 -0.109 0.027
C 2.47465 -1.05463 -0.51354 0.130 0.088 0.118
H 2.88744 -1.69845 -1.27468 0.039 -0.034 -0.079
H 0.60899 -2.08625 -0.52999 -0.020 -0.018 -0.019
N -0.72047 -0.62027 1.31663 0.072 0.145 0.359
C -1.70702 -1.38746 0.80105 -0.286 0.032 0.541
O -1.60067 -2.10081 -0.18142 0.076 -0.218 -0.300
C -3.03724 -1.23170 1.52705 -0.017 0.182 -0.194
H -2.89874 -0.86193 2.54151 -0.033 -0.025 -0.043
H -3.55259 -2.19181 1.54482 0.067 0.024 -0.001
C -3.89049 -0.23502 0.72274 -0.129 -0.068 0.268
N -4.31456 -0.84702 -0.52191 0.169 -0.256 -0.041
H -3.57195 -1.44905 -0.87277 -0.065 0.020 0.045
C -4.67887 0.13212 -1.51724 0.172 0.215 -0.228
C -3.50183 1.05387 -1.85095 -0.301 -0.360 -0.176
N -3.00578 1.62920 -0.61982 0.136 0.314 -0.239
C -3.09758 1.07182 0.59887 -0.200 0.070 -0.029
O -2.58462 1.59423 1.57573 0.054 0.081 0.429
H -2.44117 2.46601 -0.67827 -0.018 -0.118 0.167
H -3.80906 1.86029 -2.52213 0.016 -0.060 0.034
H -2.70748 0.47379 -2.34080 -0.137 0.068 -0.031
H -5.01766 -0.38555 -2.41598 -0.036 0.096 0.013
H -5.50770 0.72708 -1.11980 -0.016 0.019 -0.125
H -4.79388 0.01203 1.30317 0.235 0.042 -0.004
H -0.99366 0.04720 2.02867 -0.142 -0.173 -0.162
H 0.88958 1.26241 2.09778 -0.040 0.081 0.078
H 3.18349 1.63651 1.40504 0.078 0.069 0.025
C 5.21897 1.42938 -0.08231 -0.114 -0.049 -0.033
H 4.55833 2.28540 -0.20891 0.041 0.065 0.029
H 6.07124 1.55479 -0.75107 0.011 0.042 0.037
H 5.59316 1.41283 0.95102 0.012 0.034 0.036
H 4.88193 -1.82360 -0.75730 0.035 -0.016 -0.018
H 5.94688 -0.73087 -1.65752 0.045 -0.089 0.033
H 6.17705 -0.97002 0.08681 0.015 -0.055 0.006
```
Positions in Å, forces in eV/Å.

The relative energy (zero: lowest compared OMol25 entry of this formula, charge and spin) is 0.00 kJ/mol. The frontier orbital gap comes out at 8.091 eV. The value obtained for the highest occupied orbital energy is -7.27 eV. As for the SMILES: CN(C)c1ccc(NC(=O)C[C@@H]2NCCNC2=O)cc1.

[2]
Here is a single C14H20N4O3S2 molecule from the OMol25 dataset. Energies are from ωB97M-V/def2-TZVPD.

Geometry as XYZ:
```
43
Properties=species:S:1:pos:R:3:forces:R:3
C -5.06430 0.11984 0.61899 0.005 0.029 -0.058
C -3.66033 -0.23416 0.26315 0.387 -0.095 -0.049
C -2.86986 0.32468 -0.69034 -0.370 -0.026 0.186
C -1.57432 -0.28233 -0.73924 0.338 -0.421 0.311
C -1.43511 -1.32046 0.19724 -0.147 0.408 -0.373
N -0.34287 -2.05342 0.37471 0.278 -0.484 0.373
C 0.64612 -1.72748 -0.42555 -0.184 0.151 0.059
N 0.66576 -0.77999 -1.34130 -0.122 0.174 -0.391
C -0.41497 -0.02488 -1.51005 -0.223 -0.355 0.157
N -0.32898 0.91768 -2.47473 -0.161 0.105 -0.284
H -0.91145 1.73372 -2.40027 0.093 -0.010 0.015
H 0.61257 1.09163 -2.79389 -0.042 0.044 0.062
S 2.15846 -2.61268 -0.24032 0.453 -0.307 -0.067
C 3.25832 -1.35225 -0.97318 -0.402 -0.332 -0.114
H 4.27492 -1.71916 -0.83142 0.021 0.004 0.012
C 3.07025 -0.01446 -0.27703 0.316 -0.366 0.093
O 2.98826 1.03589 -0.88535 0.059 0.445 -0.304
N 3.07957 -0.10331 1.06545 -0.007 -0.060 0.366
H 3.01168 -1.03002 1.46642 -0.015 0.080 -0.152
C 2.75784 1.00587 1.92755 -0.389 0.183 0.025
C 1.28928 0.94750 2.38188 0.288 0.007 0.006
O 0.37708 1.06597 1.31603 0.178 -0.122 -0.123
C -0.22895 2.32546 1.13550 0.092 0.432 -0.186
C 0.63440 3.37260 0.40935 -0.279 -0.252 0.406
O 0.95623 3.00766 -0.90133 0.170 -0.146 -0.258
H 1.63234 2.30371 -0.88599 -0.024 0.096 0.082
H 1.53575 3.59020 0.99837 -0.059 0.054 -0.001
H 0.04642 4.29392 0.33861 0.059 -0.030 0.138
H -0.54710 2.73784 2.10417 -0.023 -0.025 -0.032
H -1.11712 2.11914 0.53316 -0.017 0.106 0.043
H 1.10159 -0.03618 2.83003 0.039 0.118 0.060
H 1.10685 1.72011 3.13928 0.010 -0.040 0.010
H 2.95607 1.91781 1.36125 0.018 -0.045 0.169
H 3.40648 0.97704 2.80770 -0.025 0.073 -0.043
H 3.03662 -1.25076 -2.03343 0.104 0.113 0.150
S -2.86866 -1.52807 1.13961 0.018 0.293 -0.331
C -3.31505 1.42966 -1.59670 -0.017 -0.125 0.106
H -3.11923 1.16639 -2.63506 -0.036 0.071 -0.092
H -2.79130 2.35900 -1.36656 0.005 0.128 -0.047
H -4.38044 1.60770 -1.48043 -0.058 0.089 -0.055
H -5.40418 -0.50101 1.44307 -0.163 0.025 0.063
H -5.13666 1.16523 0.91883 -0.075 0.020 0.048
H -5.72992 -0.03925 -0.22970 -0.094 -0.005 0.021
```
Positions in Å, forces in eV/Å.

The relative energy (zero: lowest compared OMol25 entry of this formula, charge and spin) is 0.00 kJ/mol. The frontier orbital gap comes out at 8.456 eV. The value obtained for the highest occupied orbital energy is -7.76 eV. As for the SMILES: Cc1sc2nc(SCC(=O)NCCOCCO)nc(N)c2c1C.

[3]
Here is a single C14H20N4OS molecule at a distorted geometry from the OMol25 dataset. Energies are from ωB97M-V/def2-TZVPD.

Geometry as XYZ:
```
40
Properties=species:S:1:pos:R:3:forces:R:3
N 1.14793 -1.48841 0.15043 -0.502 0.436 -0.121
N -2.50504 -1.36159 -0.78042 0.251 0.851 0.355
N -1.88666 0.18135 0.92295 -0.339 0.758 0.502
O 1.44488 0.89366 3.55969 -0.434 0.133 0.045
S -0.89421 -3.17035 -1.95202 0.132 0.326 0.091
C 1.51630 -0.63871 1.08522 -3.395 -1.101 -1.358
C -2.75796 -0.31885 0.06315 0.917 -1.428 -0.114
C -1.25476 -1.83462 -0.82596 -0.506 -0.272 -0.838
C -0.65467 -0.32538 0.87573 -1.077 0.513 0.180
C -0.25909 -1.28835 -0.02014 2.147 -0.404 0.653
N 0.43541 0.04884 1.62492 0.345 0.257 -0.154
C -2.58761 -4.94880 -6.56705 -0.995 0.229 -0.103
C 1.46932 1.85856 4.65480 -0.608 0.050 0.083
C -1.87797 -2.72617 -3.43290 0.677 -0.383 -0.242
C 0.45491 1.14668 2.55933 0.268 1.651 0.660
C -2.60007 -3.67882 -5.71145 1.308 -0.509 0.650
C 0.60628 3.10674 4.43895 -0.046 -0.338 -0.428
C -1.75170 -3.87567 -4.43838 -0.546 0.168 -0.022
C 0.76715 2.52369 1.91930 -1.293 -0.552 0.253
C 0.83994 3.61412 3.02165 0.553 -0.065 -0.524
H 2.48191 -0.49106 1.40939 1.859 0.223 0.772
H -3.78295 0.05272 0.08026 0.333 0.024 -0.055
H -1.58627 -5.35044 -6.72749 -0.043 0.081 0.039
H -3.22748 -5.71911 -6.10554 0.418 0.122 -0.045
H -3.05585 -4.73305 -7.53706 0.271 -0.132 0.082
H 2.48725 2.21465 4.73807 0.429 -0.260 0.080
H 1.16099 1.36226 5.59125 0.278 -0.063 -0.418
H -1.43902 -1.83566 -3.89067 -0.330 0.173 0.313
H -2.90690 -2.60762 -3.12985 -0.221 0.344 -0.016
H -0.53640 1.25525 3.01823 0.022 -0.563 -0.184
H -2.16663 -2.85062 -6.24229 -0.004 0.501 -0.524
H -3.59293 -3.41185 -5.39705 -0.603 0.116 -0.091
H 0.88778 3.90513 5.14233 -0.018 -0.446 -0.036
H -0.45386 2.88976 4.60960 0.107 0.014 -0.031
H -2.16487 -4.75140 -3.97033 0.141 -0.703 0.395
H -0.70543 -4.06190 -4.69827 -0.086 -0.017 0.047
H 1.70062 2.44518 1.39943 0.571 -0.049 -0.370
H -0.02517 2.76273 1.18221 0.394 -0.192 0.315
H 0.13071 4.40120 2.79867 0.019 0.297 -0.072
H 1.86239 4.01744 2.95200 -0.388 0.213 0.231
```
Positions in Å, forces in eV/Å.

The relative energy (zero: lowest compared OMol25 entry of this formula, charge and spin) is 135.15 kJ/mol. The frontier orbital gap comes out at 9.118 eV. The value obtained for the highest occupied orbital energy is -8.51 eV. As for the SMILES: CCCCSc1ncnc2c1ncn2[C@@H]1CCCCO1.

[4]
Here is 2 unconnected molecules or ions with the total composition C14H21BF3NO10PS at a distorted geometry from the OMol25 dataset. Energies are from ωB97M-V/def2-TZVPD.

Geometry as XYZ:
```
52
Properties=species:S:1:pos:R:3:forces:R:3
C 1.41790 -3.40680 -0.25912 -0.638 -0.220 0.086
O 1.02969 -2.14514 0.32898 -0.058 -0.549 -2.138
B 1.36714 -1.05363 -0.42091 -0.261 -0.134 0.526
O 2.44883 -0.27412 -0.16388 -0.998 0.439 -0.007
C 0.35414 -0.67425 -1.63502 1.360 -0.486 0.590
C 0.45409 -1.43383 -2.79415 -0.888 0.269 -1.138
C -0.38895 -1.16005 -3.89501 0.829 0.425 0.831
C -0.30383 -2.03176 -5.14678 -0.876 -0.470 -0.641
O -1.27817 -2.61525 -5.53313 0.659 0.389 0.446
O 0.89980 -2.15704 -5.77046 -0.689 0.892 0.883
C -1.27501 -0.07413 -3.75935 0.548 -0.720 -0.145
C -1.32340 0.64312 -2.57326 -1.237 0.356 -1.153
C -2.32495 1.81688 -2.54324 1.031 0.031 -0.009
O -3.46525 1.53905 -1.72091 0.410 0.173 -0.569
C -4.54708 1.13624 -2.45097 -1.050 -0.676 0.849
F -4.27684 0.07099 -3.23529 0.184 0.552 0.057
F -5.47557 0.75344 -1.57199 0.331 0.292 -0.346
F -5.05361 2.10448 -3.21822 0.424 -0.238 0.097
N -0.53430 0.33315 -1.51404 -0.680 -0.389 -0.947
C -0.67750 1.10820 -0.29284 0.278 1.611 1.367
P 0.30803 2.70092 -0.43264 0.715 1.107 0.265
O 0.94690 2.84713 -1.74077 -0.208 -0.223 -0.041
O -0.71473 3.93492 -0.09349 0.262 -2.147 0.014
O 1.36325 2.69617 0.80001 -0.834 -0.090 -0.897
H 2.28314 -3.29445 -0.93547 -0.254 -0.125 0.276
H 1.67854 -4.09677 0.55915 -0.065 0.345 -0.355
H 0.54177 -3.80443 -0.80570 0.547 -0.056 0.125
H 2.61102 -0.33128 0.79781 0.435 -0.504 -0.174
H 1.16847 -2.25757 -2.88960 -0.187 0.406 0.326
H 1.40203 -1.35465 -5.54920 0.377 -0.362 -0.150
H -1.92421 0.19835 -4.59417 0.146 -0.067 0.409
H -2.64774 2.04500 -3.56878 0.244 -0.172 0.314
H -1.76881 2.70492 -2.19187 -0.671 -0.212 0.084
H -0.35443 0.60949 0.63645 -0.077 -0.374 -0.596
H -1.71440 1.43218 -0.09489 0.236 -0.718 -0.437
H -1.49766 3.50519 0.29266 -0.143 0.820 0.155
H 2.18356 3.07696 0.44108 0.053 -0.133 0.226
C 1.30021 0.90724 5.17375 -0.091 -0.110 0.090
C 1.63233 -0.48432 5.72403 0.114 0.102 -0.015
C 0.97930 -1.51423 4.79462 0.012 -0.173 0.391
S 0.88764 -0.74354 3.17932 0.469 0.145 0.854
O -0.50291 -0.55324 2.82774 0.132 -0.008 -0.521
O 1.81015 -1.39833 2.27425 0.292 0.834 1.423
C 1.56965 0.83556 3.67463 -0.019 0.319 0.166
H 1.89734 1.68388 5.64948 -0.021 -0.003 -0.035
H 0.24648 1.13366 5.35352 0.027 0.041 -0.033
H 2.71542 -0.62560 5.72683 -0.029 0.000 -0.009
H 1.28465 -0.60607 6.74877 -0.002 -0.036 -0.039
H 1.56797 -2.42621 4.72209 -0.104 -0.021 -0.164
H -0.03558 -1.75230 5.11046 -0.024 0.022 -0.148
H 1.09501 1.63711 3.11178 0.016 -0.109 -0.106
H 2.64050 0.81472 3.46771 -0.026 -0.049 -0.037
```
Positions in Å, forces in eV/Å.

Its charge is +1. The frontier orbital gap comes out at 8.449 eV. The value obtained for the highest occupied orbital energy is -13.01 eV.

[5]
Here is a molecular structure, C14H21IrN8OP from the OMol25 dataset. Energies are from ωB97M-V/def2-TZVPD.

Geometry as XYZ:
```
46
Properties=species:S:1:pos:R:3:forces:R:3
Ir -0.01985 0.18702 0.48115 -0.035 0.050 -0.010
C 4.46013 0.07093 -2.56515 0.022 -0.014 -0.006
N 3.22265 0.57268 -1.94250 -0.020 0.002 0.000
C 2.71706 1.83154 -2.11558 0.005 -0.003 0.000
C 1.57664 1.91816 -1.37590 -0.002 -0.001 0.010
N 1.40903 0.70517 -0.75622 0.012 -0.036 0.000
C 2.41830 -0.10530 -1.10950 0.012 0.020 -0.004
P 2.65797 -1.81040 -0.48623 -0.020 -0.004 -0.025
C 0.91291 -2.31595 -0.71792 -0.016 -0.006 -0.017
N -0.14962 -1.58456 -0.34905 0.045 -0.018 0.009
C -1.29282 -2.29350 -0.62372 -0.003 0.008 -0.003
C -0.90273 -3.47823 -1.17163 0.009 0.001 0.005
N 0.46387 -3.47394 -1.22603 -0.014 0.016 0.003
C 1.28780 -4.57764 -1.74923 0.020 -0.018 -0.006
C 2.43036 -1.35182 1.25805 0.008 -0.007 0.044
N 1.41553 -0.59106 1.68071 0.018 -0.023 -0.038
C 1.54004 -0.44146 3.03731 -0.015 0.008 -0.001
C 2.65147 -1.12877 3.42918 0.016 -0.008 0.010
N 3.19510 -1.69054 2.31020 -0.027 0.022 -0.010
C 4.41031 -2.51921 2.28538 0.021 -0.014 -0.007
H 4.83920 0.84128 -3.22945 -0.003 0.000 -0.002
H 5.20328 -0.13592 -1.79895 -0.002 0.008 0.002
H 4.24780 -0.82527 -3.14244 -0.005 0.002 0.001
H 3.20005 2.56265 -2.74228 0.002 0.000 0.000
H 0.89845 2.74451 -1.24710 0.000 0.002 0.002
H -2.28157 -1.92495 -0.40746 0.001 0.003 -0.001
H -1.48825 -4.31281 -1.51995 0.000 -0.001 0.002
H 0.62056 -5.35436 -2.10970 -0.001 0.002 -0.001
H 1.90211 -4.22376 -2.57328 -0.004 0.004 0.001
H 1.91044 -4.98373 -0.95591 -0.006 0.000 0.003
H 0.84961 0.13037 3.63503 -0.001 0.000 -0.001
H 3.08868 -1.25735 4.40524 -0.004 0.002 0.001
H 4.78220 -2.60475 3.30158 -0.001 0.000 0.001
H 4.17623 -3.51202 1.90906 -0.004 0.001 0.004
H 5.17069 -2.04674 1.66836 -0.001 0.004 0.003
C -4.10869 3.00820 -2.08496 -0.010 0.005 -0.050
N -3.23587 2.48369 -1.03177 0.009 -0.017 0.024
C -2.27875 1.60437 -1.22129 0.005 -0.029 -0.041
N -2.00209 1.13783 -2.43894 -0.002 -0.002 -0.008
O -1.60581 1.20342 -0.18758 -0.015 0.032 0.074
H -4.81436 3.69412 -1.62828 -0.002 0.000 0.001
H -4.67129 2.20247 -2.55719 -0.006 -0.002 0.016
H -3.53105 3.55667 -2.82921 0.007 0.004 0.013
H -3.37903 2.78758 -0.07982 0.003 -0.001 0.001
H -2.54470 1.41195 -3.24328 0.002 0.006 0.002
H -1.31271 0.41730 -2.55857 0.000 0.001 0.000
```
Positions in Å, forces in eV/Å.

Its charge is +3. The relative energy (zero: lowest compared OMol25 entry of this formula, charge and spin) is 0.00 kJ/mol. The frontier orbital gap comes out at 7.614 eV. The value obtained for the highest occupied orbital energy is -18.39 eV.

[6]
Here is a molecular structure, C14H21N11OOsSi at a distorted geometry from the OMol25 dataset. Energies are from ωB97M-V/def2-TZVPD.

Geometry as XYZ:
```
49
Properties=species:S:1:pos:R:3:forces:R:3
Os -0.09612 -0.00535 -0.42240 0.934 -1.985 0.263
N -3.22099 0.02415 1.00646 0.030 -0.029 0.012
C -2.67320 -1.19295 0.70207 -0.118 0.309 -0.210
N -3.24012 -2.35045 0.92146 0.119 -0.136 -0.145
N -2.37346 -3.25260 0.37159 -0.159 0.035 0.142
N -1.36218 -2.68141 -0.13567 0.077 0.158 0.072
N -1.51078 -1.32594 0.03835 -0.162 -0.303 0.287
C -2.53057 1.20818 0.92802 0.090 -0.289 0.177
N -2.98000 2.35556 1.39093 0.110 0.029 0.010
N -1.96648 3.22169 1.18516 -0.095 -0.007 0.038
N -0.96925 2.64480 0.63108 0.037 -0.141 0.034
N -1.29051 1.33289 0.44077 -0.224 0.952 -0.421
H -4.10349 0.03369 1.49016 -0.003 0.004 0.005
N 1.04683 0.58282 3.65795 0.042 0.017 0.019
C 1.00896 0.45626 2.33275 0.073 -0.040 -0.159
O 0.26198 -0.37931 1.79442 -0.249 0.252 0.131
C 1.85758 1.32277 1.44628 -0.129 0.047 0.037
C 1.82986 0.67026 0.07388 -0.063 0.088 0.225
H 0.39532 0.05617 4.21658 0.010 -0.001 0.006
H 1.59891 1.30077 4.09143 0.020 -0.020 0.008
H 2.85930 1.47121 1.85803 -0.012 -0.070 0.054
H 1.36047 2.29689 1.41338 0.039 0.028 -0.055
H 2.45297 -0.22982 0.06211 0.085 0.066 -0.020
H 2.18716 1.34767 -0.70411 -0.096 0.047 0.000
C -0.60358 1.43884 -5.03997 -0.059 -0.242 -0.042
Si -0.91906 1.31378 -3.19928 0.007 0.300 0.056
C -2.71648 0.93759 -2.89770 -0.019 -0.037 -0.008
C -0.40279 2.96851 -2.53688 0.011 0.089 -0.079
N 0.00530 0.06528 -2.29348 -0.221 0.418 -0.343
C 0.75639 -1.05169 -2.77637 -0.177 0.459 -0.234
C 1.13965 -2.04436 -1.87298 0.028 0.153 -0.093
C 1.88180 -3.13400 -2.29366 0.015 0.018 0.113
C 2.26352 -3.24392 -3.62206 0.004 -0.019 -0.027
C 1.89890 -2.25332 -4.52138 -0.010 0.008 0.034
C 1.15237 -1.16068 -4.10703 0.105 -0.133 0.045
H -1.21706 2.28138 -5.37243 0.019 0.001 -0.022
H -0.90574 0.56552 -5.61964 -0.025 0.010 0.004
H 0.43443 1.67534 -5.27903 -0.007 0.037 0.023
H -3.34275 1.61828 -3.47910 -0.019 -0.005 0.016
H -2.97844 1.05860 -1.84480 0.002 0.017 0.000
H -2.96766 -0.08519 -3.18803 0.017 0.005 -0.014
H -1.04979 3.73411 -2.97644 0.028 0.007 -0.014
H 0.62312 3.19346 -2.84209 -0.006 -0.019 -0.022
H -0.46449 3.07013 -1.45774 -0.001 -0.018 0.039
H 0.83294 -2.01706 -0.82523 -0.028 -0.081 0.078
H 2.14780 -3.90029 -1.57824 0.007 -0.006 -0.006
H 2.83973 -4.09722 -3.95330 -0.005 -0.001 0.006
H 2.19802 -2.32687 -5.55888 -0.005 -0.002 -0.001
H 0.88991 -0.39745 -4.81783 -0.018 0.030 -0.018
```
Positions in Å, forces in eV/Å.

The frontier orbital gap comes out at 7.430 eV. The value obtained for the highest occupied orbital energy is -8.51 eV.